{"formula": "C5H10NO4P", "method": "ωB97M-V with the def2-TZVPD basis set", "elements": ["C", "C", "C", "C", "C", "N", "O", "O", "O", "O", "P", "H", "H", "H", "H", "H", "H", "H", "H", "H", "H"], "xyz": [[0.3378, 2.1997, -2.2881], [-0.5109, -1.4538, -0.4261], [-0.0846, 2.4890, 3.6778], [-1.2802, -0.1270, -0.2686], [-1.1340, 2.8125, 2.6571], [0.8538, -1.6920, -3.3638], [-0.5086, 2.9535, -2.3194], [1.2581, 1.5656, -2.4760], [-0.3116, 0.8904, -0.2035], [-1.8754, 3.7127, 2.4523], [-1.4931, 1.0768, 1.0375], [-1.3391, -2.3074, -0.3974], [0.2526, -1.7915, 0.3794], [-0.1307, -1.4342, -1.3584], [-0.3970, 1.5370, 3.9425], [0.7761, 2.3620, 3.1944], [-0.0511, 3.2911, 4.3032], [1.0977, -1.4667, -4.2951], [1.1257, -0.8274, -2.8992], [1.4626, -2.4613, -3.0595], [-2.4033, 1.9925, 0.4239]], "mulliken_charge": [0.74, -0.21, -1.30, -0.12, 0.59, -0.70, -0.36, -0.38, -0.25, -0.41, 0.14, 0.28, 0.26, -0.08, 0.37, 0.38, 0.39, 0.25, 0.16, 0.19, 0.06], "max_force_ev_per_a": 6.3, "total_energy_ev": -24310.7516, "de_lowest_ev": 4.657}